No. 1
CH3ClNO2 | ωB97M-V/def2-TZVPD

Output
Energy in eV: -19191.951
LUMO in eV: 4.0
Charge: -1
Energy relative to the best compared isomer or geometry (same formula, charge and spin) in kJ/mol: 71.68

```
8
Properties=species:S:1:pos:R:3:forces:R:3
Cl 1.634785 1.990825 0.469920 1.92 1.62 0.42
O 0.062407 -1.723417 -1.107701 -0.24 -0.41 -0.07
O 0.016671 -1.626019 1.082769 -0.45 0.06 -2.16
N -0.097454 -1.137781 -0.066330 1.08 1.41 2.83
C -0.328595 0.374231 -0.078383 -1.87 -1.41 -0.79
H -0.085583 0.887743 0.851853 0.07 -0.94 -0.24
H -1.406855 0.419490 -0.231392 -0.31 0.09 -0.26
H 0.204624 0.814927 -0.920736 -0.21 -0.42 0.28
```
Positions in Å, forces in eV/Å.

***

No. 2
CH3ClNO2S | ωB97M-V/def2-TZVPD

Output
Energy in eV: -30025.567
LUMO (alpha / beta) in eV: 3.1 / 3.1
Charge: -1
Energy relative to the best compared isomer or geometry (same formula, charge and spin) in kJ/mol: 412.74

```
9
Properties=species:S:1:pos:R:3:forces:R:3
Cl -2.429831 -0.344594 -0.606479 -0.90 -0.59 0.65
S 0.405100 0.369532 0.710102 2.44 2.13 -0.53
O 0.960312 1.432723 1.621286 -0.11 -1.27 -1.26
O -0.332973 -0.628685 1.436417 -1.91 -1.56 1.36
N 1.752956 -0.867497 0.255175 -0.34 0.71 -0.19
C -1.701937 0.675659 -1.665631 0.63 1.62 -0.57
H 2.222488 -0.727744 -0.673364 -1.00 -0.14 1.03
H -1.961255 1.748011 -1.341186 0.21 -1.20 0.02
H 1.085141 -1.657406 0.263682 0.97 0.30 -0.51
```
Positions in Å, forces in eV/Å.

***

No. 3
CH3ClO | ωB97M-V/def2-TZVPD

Output
SMILES: OCCl
Energy in eV: -15655.366
LUMO in eV: 0.8
Charge: 0
Energy relative to the best compared isomer or geometry (same formula, charge and spin) in kJ/mol: 0.00

```
6
Properties=species:S:1:pos:R:3:forces:R:3
Cl -1.772134 -0.055473 -0.060670 0.01 -0.05 0.01
O 0.705690 0.865976 0.055211 0.32 0.54 -0.09
C 0.007187 -0.299828 0.183462 -0.18 -0.52 0.02
H 0.135726 -0.655402 1.206202 -0.04 0.04 -0.20
H 0.627983 1.213859 -0.842783 -0.02 -0.14 0.11
H 0.295549 -1.069130 -0.541422 -0.09 0.14 0.14
```
Positions in Å, forces in eV/Å.

***

No. 4
CH3ClO2P | ωB97M-V/def2-TZVPD

Output
Energy in eV: -26995.212
LUMO in eV: 3.7
Charge: -1
Energy relative to the best compared isomer or geometry (same formula, charge and spin) in kJ/mol: 114.78

```
8
Properties=species:S:1:pos:R:3:forces:R:3
Cl -0.966961 2.079940 -1.510435 0.20 -0.44 0.13
P 0.340802 -0.777875 -0.562264 0.42 -0.54 -1.97
O -0.746346 -1.695467 -0.985804 0.60 0.83 0.94
O 1.676747 -0.793903 -1.183652 -0.31 0.33 0.75
C -0.010309 0.184764 0.915357 0.05 -2.70 -0.15
H 0.575120 -0.069259 1.814959 -0.66 -0.66 -0.33
H 0.187543 1.172985 0.727468 0.04 2.42 -0.85
H -1.056596 -0.101186 0.784372 -0.34 0.76 1.50
```
Positions in Å, forces in eV/Å.

***

No. 5
CH3ClO2S | ωB97M-V/def2-TZVPD

Output
SMILES: OSCl.C=O
Energy in eV: -28536.348
LUMO in eV: 0.2
Charge: 0
Energy relative to the best compared isomer or geometry (same formula, charge and spin) in kJ/mol: 224.79

```
8
Properties=species:S:1:pos:R:3:forces:R:3
Cl 0.303152 1.468844 3.601108 -0.14 -0.28 -0.31
S 1.773868 0.964459 2.294649 0.13 0.05 -0.58
O 1.061180 0.529142 0.851843 0.65 -1.66 0.51
O -1.276534 0.570313 -1.814776 0.33 0.59 0.10
C -1.080550 -0.597702 -1.849525 -0.36 -2.29 -0.53
H -1.952736 -1.349943 -1.817366 0.84 0.76 0.12
H 1.235797 -0.461438 0.735900 -0.62 1.88 0.39
H -0.064177 -1.123676 -2.001833 -0.83 0.96 0.29
```
Positions in Å, forces in eV/Å.

***

No. 6
CH3ClO3P | ωB97M-V/def2-TZVPD

Output
Energy in eV: -29039.179
LUMO in eV: 2.9
Charge: -1
Energy relative to the best compared isomer or geometry (same formula, charge and spin) in kJ/mol: 296.30

```
9
Properties=species:S:1:pos:R:3:forces:R:3
Cl -2.107991 0.950192 -0.254491 -0.08 0.34 -0.01
P 0.258202 -1.243646 -0.096517 1.13 0.56 0.81
O 0.247149 -1.890126 1.210577 -0.45 0.08 0.69
O -3.569276 1.767495 -0.477231 0.41 -0.44 0.05
O 0.238674 -1.978696 -1.338943 -0.24 0.21 -1.51
C 1.040261 0.417056 0.157532 2.31 -1.15 -1.68
H 2.198879 0.240681 0.106744 -2.02 -0.10 -0.12
H 0.848646 1.279535 -0.496447 -0.57 -0.58 0.50
H 0.845454 0.457512 1.188777 -0.49 1.08 1.26
```
Positions in Å, forces in eV/Å.

***

No. 7
CH3ClO3S | ωB97M-V/def2-TZVPD

Output
Energy in eV: -30584.008
LUMO in eV: -0.2
Charge: 0
Energy relative to the best compared isomer or geometry (same formula, charge and spin) in kJ/mol: 62.43

```
9
Properties=species:S:1:pos:R:3:forces:R:3
Cl 3.060651 2.243536 -0.919112 -0.61 -0.29 0.42
S 2.176834 0.691839 0.324172 -0.90 0.27 -1.62
O 3.174331 -0.325762 0.211220 -0.21 -0.33 0.31
O -1.683560 0.258719 0.364468 -0.61 -0.57 -0.08
O 0.968167 0.182920 -0.685342 -0.31 0.46 0.28
C -2.319393 -0.760426 0.425783 -0.28 -2.03 -0.02
H -3.405108 -0.948538 0.360993 -0.43 1.60 -0.05
H -0.002351 0.491498 -0.615983 2.09 -0.16 0.72
H -1.969572 -1.833787 0.533805 1.26 1.06 0.02
```
Positions in Å, forces in eV/Å.

***

No. 8
CH3ClOS2 | ωB97M-V/def2-TZVPD

Output
Energy in eV: -37324.969
LUMO in eV: -1.1
Charge: 0
Energy relative to the best compared isomer or geometry (same formula, charge and spin) in kJ/mol: 69.71

```
8
Properties=species:S:1:pos:R:3:forces:R:3
Cl -0.005215 -3.797585 -1.147459 -1.11 0.53 0.61
S -1.431694 -0.909988 -1.230916 -0.22 0.57 0.12
S -1.738652 -2.642908 -0.169440 1.41 -0.78 -0.57
O -1.275023 -2.460470 1.192378 -0.17 -0.02 -0.03
C 0.065493 -0.320214 -0.413908 2.01 -0.86 0.41
H 0.041554 0.734693 -0.079559 -0.78 -0.77 0.35
H 0.286381 -1.113579 0.485804 -0.18 2.26 -2.26
H 0.872816 -0.233398 -1.229370 -0.95 -0.92 1.36
```
Positions in Å, forces in eV/Å.

***

No. 9
CH3ClOSi | ωB97M-V/def2-TZVPD

Output
Energy in eV: -23529.962
LUMO in eV: -1.2
Charge: 0
Energy relative to the best compared isomer or geometry (same formula, charge and spin) in kJ/mol: 332.92

```
7
Properties=species:S:1:pos:R:3:forces:R:3
Cl 3.245534 -0.349255 -2.161986 0.38 0.07 0.44
Si 0.020202 0.009700 -0.081608 2.69 -3.85 -2.03
O 1.086581 -0.317699 -3.555440 -0.54 0.14 -0.02
C 1.444916 -0.226065 -2.447667 -1.18 -0.16 1.60
H -1.151590 -0.937393 -0.381975 0.72 1.02 0.46
H 0.084217 1.364635 -0.289139 -0.54 2.24 0.06
H 1.231893 -0.559189 0.738415 -1.54 0.55 -0.53
```
Positions in Å, forces in eV/Å.

***

No. 10
CH3ClS2 | ωB97M-V/def2-TZVPD

Output
Energy in eV: -35276.462
LUMO in eV: -0.8
Charge: 0
Energy relative to the best compared isomer or geometry (same formula, charge and spin) in kJ/mol: 217.65

```
7
Properties=species:S:1:pos:R:3:forces:R:3
Cl 0.015216 -0.538166 -1.505428 0.69 -0.16 0.60
S 0.874875 1.797317 -0.017395 0.19 0.71 0.29
S 1.291335 -0.856063 1.220628 0.16 0.21 -0.25
C 0.829107 0.219343 -0.091587 -0.69 -0.77 -0.57
H -2.662133 0.725308 0.323385 2.24 -0.86 -3.12
H -2.128888 0.519350 -0.414409 -2.34 0.90 3.18
H 1.780486 -1.867089 0.484807 -0.26 -0.03 -0.12
```
Positions in Å, forces in eV/Å.

***

No. 11
CH3F2N | ωB97M-V/def2-TZVPD

Output
Energy in eV: -8005.300
LUMO in eV: 0.2
Charge: 0
Energy relative to the best compared isomer or geometry (same formula, charge and spin) in kJ/mol: 514.59

```
7
Properties=species:S:1:pos:R:3:forces:R:3
F 0.019948 -1.682184 -0.099022 -0.17 -0.47 0.04
F 1.686679 0.726364 -0.201808 0.25 0.12 -0.83
N 0.643321 0.378766 0.599334 -2.58 0.83 1.51
C -0.351836 -0.416793 0.040566 -1.18 0.56 -3.18
H -0.719166 0.039139 -1.759910 0.66 -0.65 3.50
H -1.331616 -0.260900 0.613147 1.47 -0.39 -0.90
H 0.052667 1.215605 0.807691 1.55 0.00 -0.14
```
Positions in Å, forces in eV/Å.

***

No. 12
CH3F2N3 | ωB97M-V/def2-TZVPD

Output
Energy in eV: -10984.561
LUMO in eV: -0.6
Charge: 0
Energy relative to the best compared isomer or geometry (same formula, charge and spin) in kJ/mol: 317.50

```
9
Properties=species:S:1:pos:R:3:forces:R:3
F 1.097786 1.978780 -0.453014 -1.61 -4.48 -3.55
F -2.242857 0.841511 -0.427044 0.42 0.02 0.46
N 0.129890 -2.135529 -2.137602 0.48 -2.09 -2.35
N -0.305002 -0.637281 -0.254453 -0.50 2.36 1.44
N -1.436462 0.367840 0.596720 2.39 -0.13 -1.54
C -0.244269 -1.528801 -1.257914 -1.39 2.85 2.71
H -0.787855 1.289305 0.850940 -1.33 -2.85 -1.36
H 0.533112 -0.619088 0.292771 0.15 -0.01 0.48
H 0.791472 1.101458 -1.157400 1.38 4.33 3.71
```
Positions in Å, forces in eV/Å.

***

No. 13
CH3F2N4 | ωB97M-V/def2-TZVPD

Output
Energy in eV: -12463.408
LUMO (alpha / beta) in eV: -6.0 / -6.6
Charge: +1
Energy relative to the best compared isomer or geometry (same formula, charge and spin) in kJ/mol: 368.39

```
10
Properties=species:S:1:pos:R:3:forces:R:3
F 2.379290 -0.545394 0.828393 0.75 -0.40 0.81
F 2.611413 1.267408 -0.302327 1.22 0.76 -0.27
N -2.950997 -0.057093 -0.045850 -2.84 -0.17 -0.88
N 0.042527 0.190963 -0.644250 -0.97 -0.70 2.04
N 2.079736 0.081668 -0.291508 -2.80 -2.34 -2.79
N -2.035029 0.448899 0.411022 -0.66 0.89 0.31
C -0.563833 0.030214 0.423535 2.23 0.43 -2.85
H -0.406508 -0.053174 1.461266 0.98 -0.57 1.09
H -3.387108 -0.779015 -0.665508 1.34 0.07 0.38
H 2.230513 -0.584480 -1.174772 0.76 2.04 2.16
```
Positions in Å, forces in eV/Å.

***

No. 14
CH3F2NOP2 | ωB97M-V/def2-TZVPD

Output
SMILES: COP(F)/N=P\F
Energy in eV: -28637.234
LUMO in eV: -0.9
Charge: 0
Energy relative to the best compared isomer or geometry (same formula, charge and spin) in kJ/mol: 1.74

```
10
Properties=species:S:1:pos:R:3:forces:R:3
P 0.328325 -1.253638 -0.451053 0.99 1.63 2.00
P -0.218845 0.412343 -2.786295 -1.63 0.40 0.89
F 1.943362 -1.398378 -0.303471 -0.59 -0.29 0.73
F -1.622842 0.933197 -2.004374 1.66 -0.58 -1.02
O 0.106898 0.314599 0.214719 0.99 -2.07 -2.19
N 0.469546 -0.644881 -1.937860 -0.66 0.73 -2.60
C -0.178779 0.443396 1.542212 -0.44 -4.91 2.18
H -0.900517 -0.477695 1.882263 1.22 2.31 -0.51
H -0.626512 1.352369 1.641814 -1.38 2.40 0.82
H 0.699364 0.318689 2.202046 -0.16 0.38 -0.31
```
Positions in Å, forces in eV/Å.

***

No. 15
CH3F2NS | ωB97M-V/def2-TZVPD

Output
Energy in eV: -18843.931
LUMO in eV: 0.5
Charge: 0
Energy relative to the best compared isomer or geometry (same formula, charge and spin) in kJ/mol: 52.28

```
8
Properties=species:S:1:pos:R:3:forces:R:3
S -1.656109 -0.091220 -0.424692 4.62 1.25 1.37
F -2.208928 -1.187539 0.728469 0.59 0.71 -0.69
F -2.011370 1.193595 0.622218 -0.26 -0.96 -0.58
N -0.142331 0.022055 -0.602246 -4.67 -0.96 -0.21
C 1.228165 0.014048 -0.172798 1.20 0.11 -0.65
H 1.426673 -0.388559 0.817858 -0.47 -0.67 0.03
H 1.786819 -0.661147 -0.993516 -0.73 2.11 1.99
H 1.577082 1.098766 0.024709 -0.28 -1.60 -1.27
```
Positions in Å, forces in eV/Å.

***

No. 16
CH3F2OP | ωB97M-V/def2-TZVPD

Output
Energy in eV: -17856.050
LUMO (alpha / beta) in eV: -1.3 / -1.3
Charge: 0
Energy relative to the best compared isomer or geometry (same formula, charge and spin) in kJ/mol: 275.50

```
8
Properties=species:S:1:pos:R:3:forces:R:3
P -1.419955 -0.872770 -0.353406 3.22 -1.03 2.59
F -0.958661 -2.463862 -0.432371 -1.33 2.24 0.32
F -1.679667 -0.224229 1.930335 0.55 -0.97 -3.31
O 0.124601 -0.416987 -0.560714 -1.96 -0.52 0.68
C 0.849659 0.765373 -0.172144 -0.81 0.80 -3.18
H 1.804769 0.513932 0.173547 1.25 -0.75 0.44
H 0.342156 1.329941 0.540432 -1.03 0.74 1.31
H 0.937098 1.368603 -1.125679 0.11 -0.51 1.16
```
Positions in Å, forces in eV/Å.

***

No. 17
CH3F2OP | ωB97M-V/def2-TZVPD

Output
SMILES: OPC(F)F
Energy in eV: -17856.202
LUMO in eV: 0.5
Charge: 0
Energy relative to the best compared isomer or geometry (same formula, charge and spin) in kJ/mol: 260.79

```
8
Properties=species:S:1:pos:R:3:forces:R:3
P 0.165941 -0.247047 -1.013396 0.12 -1.62 0.37
F 2.246174 1.223853 -0.207531 0.94 1.14 -0.55
F 2.450288 -0.913175 0.075570 0.40 -0.64 0.25
O -1.065921 0.513041 -0.258880 -1.02 1.50 -0.32
C 1.580746 0.105486 0.125545 0.15 0.66 -2.89
H 0.124903 -1.374931 -0.094304 -0.50 -0.04 -1.05
H 1.190668 0.310511 1.034292 -0.98 -0.01 3.55
H -1.551240 1.178779 -0.810135 0.88 -0.98 0.64
```
Positions in Å, forces in eV/Å.

***

No. 18
CH3F3OP | ωB97M-V/def2-TZVPD

Output
Energy in eV: -20564.162
LUMO (alpha / beta) in eV: -10.1 / -9.9
Charge: +1
Energy relative to the best compared isomer or geometry (same formula, charge and spin) in kJ/mol: 481.47

```
9
Properties=species:S:1:pos:R:3:forces:R:3
P -1.838059 -0.027753 -0.132125 -1.94 -0.62 0.44
F -2.969477 0.360008 -1.145769 1.22 -0.05 0.29
F -2.374403 0.722551 1.119882 0.70 0.00 -0.39
F -2.347004 -1.468751 0.223616 0.83 0.66 -0.31
O 0.756360 0.624320 0.166506 -1.50 0.79 0.58
C 1.872905 0.077273 -0.111550 1.20 -1.04 -0.78
H 2.024811 -0.971567 0.282664 -0.24 -0.02 -0.10
H 2.577637 0.441548 0.710964 -0.15 0.30 0.11
H 2.297226 0.242370 -1.114189 -0.12 -0.01 0.15
```
Positions in Å, forces in eV/Å.

***

No. 19
CH3FIN | ωB97M-V/def2-TZVPD

Output
Energy in eV: -13388.930
LUMO (alpha / beta) in eV: -2.6 / -2.6
Charge: 0
Energy relative to the best compared isomer or geometry (same formula, charge and spin) in kJ/mol: 430.71

```
7
Properties=species:S:1:pos:R:3:forces:R:3
I -2.196800 0.564389 -0.118538 0.10 0.13 0.02
F -0.594339 -1.898252 -0.114407 2.01 1.30 -0.58
N -0.474709 0.490407 0.837634 3.18 -0.15 -2.22
C 0.707030 0.360572 0.031965 -4.39 1.99 0.98
H 0.622228 0.727255 -1.045270 0.35 -0.52 1.29
H 1.540658 0.614976 0.660624 0.65 -0.45 -0.19
H 0.395930 -0.859345 -0.252011 -1.90 -2.30 0.70
```
Positions in Å, forces in eV/Å.

***

No. 20
CH3FINS | ωB97M-V/def2-TZVPD

Output
Energy in eV: -24225.030
LUMO (alpha / beta) in eV: -1.3 / -1.3
Charge: 0
Energy relative to the best compared isomer or geometry (same formula, charge and spin) in kJ/mol: 256.73

```
8
Properties=species:S:1:pos:R:3:forces:R:3
I 2.583037 1.249986 -0.112877 -0.16 1.13 1.07
S 0.334776 -2.134824 -0.848222 1.03 -1.20 -0.66
F -1.055171 -1.564531 1.420445 0.38 0.61 -1.20
N -0.548354 -1.073560 -0.216577 -1.45 0.79 1.15
C -1.143592 0.040550 -0.386279 0.75 0.11 -0.59
H 2.434862 2.501408 1.028789 0.13 -1.16 -1.08
H -1.033954 0.536349 -1.397484 -0.24 -0.62 1.48
H -1.571604 0.444621 0.512206 -0.44 0.34 -0.17
```
Positions in Å, forces in eV/Å.